Molecular formula: C6H24InN12O6
Method: DFT, ωB97M-V/def2-TZVPD

Properties
- ΔE to the lowest compared entry with this formula, charge and spin: 416.7 kJ/mol
- HOMO energy: -17.9 eV
- Orbital gap: 3.451 eV
- LUMO: -0.5321 Eh

```
! RIJCOSX wB97M-V def2-TZVPD def2/J DEFGRID3
* xyz 3 1
H -17.60 1.62 4.53
N -11.21 -2.47 7.11
O -15.56 -4.33 5.27
N -15.75 -0.85 2.65
H -16.55 2.93 4.93
H -15.22 -5.35 2.48
H -19.30 -3.67 2.68
H -19.68 -0.68 4.07
C -18.09 -4.40 10.27
H -18.49 -4.50 3.90
H -10.80 -3.96 5.37
O -13.35 -2.83 6.70
C -12.15 -3.04 6.49
H -14.42 0.77 2.90
H -10.30 -2.90 7.01
N -18.80 -5.42 9.91
C -18.74 -2.47 4.16
H -19.63 -5.75 10.39
H -15.65 -0.22 1.87
H -13.79 0.53 4.55
N -17.13 2.16 5.24
H -15.89 -3.79 2.91
N -19.58 -1.58 3.63
H -14.55 -6.78 5.32
H -16.32 3.23 6.98
N -11.80 -3.86 5.50
C -15.29 -5.12 4.33
H -14.48 -6.89 3.62
O -17.07 0.32 6.55
H -12.50 -4.18 4.84
H -11.44 -1.86 7.88
O -15.37 -1.46 4.74
O -17.13 -3.97 9.65
H -16.08 1.78 8.06
N -15.54 -4.70 3.18
In -16.22 -2.40 7.39
H -19.38 -4.23 11.80
N -16.26 2.24 7.18
H -17.84 -3.31 11.85
H -20.34 -1.76 2.98
H -18.68 -5.61 8.93
N -14.65 -6.31 4.43
N -18.52 -3.90 11.38
C -15.13 -0.73 3.79
N -18.95 -3.65 3.62
O -18.05 -2.22 5.12
N -14.38 0.26 3.77
C -16.84 1.46 6.31
H -16.26 -1.72 2.51
*
```


Molecular formula: C6H11F2NO2S2
Method: DFT, ωB97M-V/def2-TZVPD

Properties
- ΔE to the lowest compared entry with this formula, charge and spin: 0.0 kJ/mol
- HOMO energy: -9.9 eV
- Orbital gap: 10.567 eV
- LUMO: 0.0228 Eh
- Structure (SMILES): O=S(=O)(N1CCCCC1)C(F)(F)S

```
! RIJCOSX wB97M-V def2-TZVPD def2/J DEFGRID3
* xyz 0 1
O 2.16 -0.28 1.66
S 3.11 -3.27 0.79
H 0.94 0.41 -1.99
C -0.94 1.52 -1.37
C -2.07 1.76 -0.37
H -2.41 2.72 -0.39
H -0.77 2.33 1.54
N 0.46 0.26 0.08
S 1.79 -0.55 0.33
H -3.00 1.09 -0.43
C -1.45 1.55 1.09
H -1.22 -0.63 0.86
O 2.70 -0.36 -0.78
C -0.63 0.24 1.03
H -2.28 1.55 1.73
H -0.30 0.20 2.09
F 0.57 -2.58 1.17
H 2.92 -4.35 -0.15
C 1.56 -2.42 0.32
F 1.19 -2.72 -0.94
H -1.50 1.60 -2.29
H -0.26 2.24 -1.15
C 0.01 0.32 -1.28
H -0.59 -0.64 -1.57
*
```


Molecular formula: C4H5BO3
Method: DFT, ωB97M-V/def2-TZVPD

Properties
- ΔE to the lowest compared entry with this formula, charge and spin: 149.5 kJ/mol
- HOMO energy: -8.3 eV
- Orbital gap: 8.596 eV
- LUMO: 0.0092 Eh
- Structure (SMILES): OB(O)c1ccco1

```
! RIJCOSX wB97M-V def2-TZVPD def2/J DEFGRID3
* xyz 0 1
B 1.14 0.99 -0.58
O 0.65 2.28 -0.63
H -2.42 -1.22 1.48
H 0.83 3.20 -0.41
C -0.74 -0.10 0.72
O -0.11 -1.54 -0.94
C 0.13 -0.29 -0.41
H -0.73 0.86 1.27
H -1.43 -3.12 -0.13
H 2.80 1.58 -0.64
C -1.10 -2.12 -0.12
O 2.50 0.71 -0.45
C -1.53 -1.22 0.84
*
```


Molecular formula: C3H6O
Method: DFT, ωB97M-V/def2-TZVPD

Properties
- ΔE to the lowest compared entry with this formula, charge and spin: 590.1 kJ/mol
- HOMO energy (spin up / spin down): -7.4 / -7.4 eV
- Orbital gap (spin up / spin down): 7.351 / 7.353 eV
- LUMO (spin up / spin down): -0.0023 / -0.0022 Eh

```
! RIJCOSX wB97M-V def2-TZVPD def2/J DEFGRID3
* xyz 0 1
H -1.56 0.54 -1.47
C 1.46 -1.49 0.88
C 0.18 1.09 -0.24
H 0.75 1.24 -1.29
H -1.60 0.12 0.27
O 0.69 -0.58 0.42
H -1.95 1.77 -0.14
H 0.86 -2.11 1.56
C -1.29 0.91 -0.53
H 2.45 -1.50 0.53
*
```


Molecular formula: C6H10LiO3Tl
Method: DFT, ωB97M-V/def2-TZVPD

Properties
- ΔE to the lowest compared entry with this formula, charge and spin: 75.2 kJ/mol
- HOMO energy: -5.4 eV
- Orbital gap: 4.881 eV
- LUMO: -0.0207 Eh

```
! RIJCOSX wB97M-V def2-TZVPD def2/J DEFGRID3
* xyz 0 1
C -0.11 -2.38 3.40
Tl -4.01 -1.44 -1.62
H 0.13 1.85 2.23
C 0.63 -1.34 4.23
Li 2.73 0.49 2.89
O 2.50 1.41 1.32
H 1.40 1.42 -0.40
H 0.59 -2.88 2.71
O -3.13 -0.41 0.39
C -0.90 0.43 0.59
H -0.59 -3.12 4.05
H -0.86 -1.88 2.76
H -0.52 -0.31 -0.13
O 1.13 -0.33 3.40
H 0.29 0.21 2.66
H -0.05 -0.83 4.93
H -2.53 0.94 1.82
C -2.21 0.34 0.94
C 1.37 1.31 0.71
H 1.36 -1.86 4.89
C 0.11 1.22 1.32
*
```


Molecular formula: C10H26N5O6Rb
Method: DFT, ωB97M-V/def2-TZVPD

Properties
- HOMO energy: -8.8 eV
- Orbital gap: 8.712 eV
- LUMO: -0.0019 Eh

```
! RIJCOSX wB97M-V def2-TZVPD def2/J DEFGRID3
* xyz 0 1
O -0.81 -1.41 5.20
O 2.02 0.77 -3.00
H -0.17 0.47 2.61
H -0.81 1.07 4.25
Rb -0.07 2.27 -1.91
H -2.22 -1.70 -5.26
H -2.36 3.21 2.42
H -0.82 -0.39 0.30
C -2.62 -1.79 -4.20
H 2.97 -1.61 -1.15
H -3.83 2.31 2.76
O -2.38 2.77 -0.14
N -3.89 1.16 0.40
H -2.67 -2.88 -4.06
H 0.55 -1.57 2.24
N 0.15 -1.80 3.15
H 2.61 -0.96 2.29
H -1.83 0.07 3.11
H 3.51 -0.85 0.69
H -4.25 0.56 1.12
H 3.62 -1.68 -3.69
N -0.81 -1.60 -2.51
C 2.94 1.03 1.56
O -1.89 0.26 -3.19
H 1.59 2.23 1.14
C -0.84 0.31 3.46
C -3.32 2.98 2.04
N 2.36 -0.87 -1.47
C 3.37 -0.41 1.75
C 2.65 -0.19 -2.57
O 3.75 1.98 1.76
H -3.62 -1.33 -4.29
H 4.71 -0.82 -2.64
H 4.16 -0.05 -4.07
H -0.27 -1.08 -1.78
C 3.87 -0.70 -3.28
H -3.94 0.91 -0.55
C -0.50 -1.03 4.04
H 1.58 -0.55 -0.91
H -3.92 3.89 1.92
H 4.26 -0.45 2.31
N 1.69 1.22 1.19
C -1.75 -0.96 -3.23
H 0.12 -2.79 3.36
O 0.02 -0.17 -0.13
H 1.01 0.46 0.84
H -0.73 -2.62 -2.56
C -3.21 2.33 0.66
*
```


Molecular formula: C33H41N3NdP2S
Method: DFT, ωB97M-V/def2-TZVPD

Properties
- ΔE to the lowest compared entry with this formula, charge and spin: 71.8 kJ/mol
- HOMO energy (spin up / spin down): -9.8 / -9.8 eV
- Orbital gap (spin up / spin down): 6.364 / 6.414 eV
- LUMO (spin up / spin down): -0.1249 / -0.1243 Eh

```
! RIJCOSX wB97M-V def2-TZVPD def2/J DEFGRID3
* xyz 1 4
C -0.33 -4.73 2.92
C -4.22 0.31 -1.49
H 2.09 -0.24 -7.69
C 2.71 -2.43 5.87
C -2.81 -0.79 3.01
C 0.50 -4.75 4.02
C 3.38 0.26 -6.05
H 3.39 -2.42 6.72
N 2.38 0.87 -2.58
H -1.47 2.13 3.78
C 2.05 -3.58 5.52
C 0.98 0.02 -5.88
H 0.99 3.14 2.18
H -3.46 -2.33 -2.06
H -1.55 -0.33 4.77
H -3.25 0.75 -4.15
C -3.26 0.02 1.95
H -1.14 -4.31 0.32
C 0.70 3.81 -0.47
C -1.95 1.29 3.32
H 3.21 2.98 -1.55
H -1.31 -2.59 0.48
H 3.00 -0.34 5.43
C 3.16 3.36 -0.53
C -0.01 0.68 -2.47
C 1.05 0.34 -4.49
H 3.42 0.64 1.26
H -4.25 -0.67 -3.83
H -2.67 -1.69 -0.61
H 2.11 4.44 1.76
N 0.11 -2.40 2.57
C 2.29 0.60 -3.90
C -0.50 -3.54 2.22
H -0.27 3.50 -0.08
Nd -0.67 -0.14 1.53
C 1.17 -3.58 4.41
C 3.47 0.57 -4.70
C -3.24 -0.24 -3.70
C 0.95 -2.40 3.67
H 2.90 -0.73 0.30
H -2.86 2.93 -1.27
H -4.58 1.23 -1.96
H -2.56 2.52 -2.97
H -2.54 -0.85 -4.24
S 1.40 0.32 3.23
H 2.20 -4.50 6.08
P 1.44 1.18 -0.01
C 1.92 3.36 1.66
H -2.45 -3.64 1.30
C 1.61 -1.21 4.05
C -2.67 -1.65 -1.71
H -3.16 -1.79 3.23
H 3.26 4.46 -0.57
H -1.71 -2.02 -2.09
H 4.27 0.23 -6.66
C 1.84 3.01 0.17
H 0.83 4.87 -0.24
C -2.00 -0.01 3.86
H -5.01 -0.44 -1.56
C 2.49 -1.25 5.15
N -0.09 0.38 -3.76
H -1.29 3.25 -1.99
H 4.42 0.78 -4.22
C 1.26 0.91 -1.85
C -2.95 -0.22 -2.19
H 2.73 2.83 2.17
H 0.71 3.70 -1.56
H -0.85 -5.62 2.59
H 0.01 -0.18 -6.32
C -2.73 1.32 2.15
C 2.14 -0.01 -6.63
H -4.04 -0.25 1.26
C 3.05 0.35 0.28
H -3.01 2.19 1.59
P -1.58 0.87 -1.48
H -4.05 0.52 -0.43
H 3.75 0.60 -0.50
C -1.40 -3.52 1.01
H 4.02 2.97 0.03
C -2.12 2.56 -1.98
H 0.65 -5.67 4.58
*
```


Molecular formula: C3H9Cl2N2
Method: DFT, ωB97M-V/def2-TZVPD

Properties
- ΔE to the lowest compared entry with this formula, charge and spin: 336.1 kJ/mol
- HOMO energy: -9.6 eV
- Orbital gap: 4.804 eV
- LUMO: -0.1756 Eh

```
! RIJCOSX wB97M-V def2-TZVPD def2/J DEFGRID3
* xyz 1 1
H 1.98 0.41 1.36
C 1.64 1.40 0.82
C -1.58 -0.12 -0.27
N -1.93 -1.22 -0.95
N 2.92 1.95 0.17
H 2.65 2.89 -0.28
H -1.84 -3.09 -1.30
H -3.09 -2.64 -0.17
C -2.01 -2.52 -0.41
H 1.21 2.07 1.49
Cl -1.38 1.36 -1.03
Cl -1.52 -0.22 1.37
H -1.57 -2.58 0.55
H -2.34 -1.05 -1.83
H 3.66 2.09 0.98
H 3.21 1.26 -0.50
*
```


Q: Number 1 is which compound?
A: C6H24InN12O6